{
  "formula": "C29H47CeN2O2P2",
  "method": "ωB97M-V with the def2-TZVPD basis set",
  "elements": ["C", "C", "N", "C", "C", "C", "C", "P", "Ce", "P", "C", "C", "C", "C", "C", "C", "C", "O", "O", "H", "H", "H", "C", "C", "H", "H", "H", "H", "C", "C", "H", "H", "H", "H", "H", "H", "H", "H", "H", "H", "H", "H", "H", "H", "H", "H", "H", "H", "H", "H", "H", "H", "C", "C", "C", "C", "C", "C", "C", "C", "N", "C", "C", "C", "C", "H", "H", "H", "H", "H", "H", "H", "H", "H", "H", "H", "H", "H", "H", "H", "H", "H", "H"],
  "positions_angstrom": [[-4.24861, 0.09641, -0.95448], [-2.88469, 0.50790, -0.97358], [-2.09113, 0.12762, 0.11201], [-2.53990, -0.78914, 1.00912], [-3.78881, -1.38483, 0.87545], [-4.66084, -0.92747, -0.11644], [-2.34780, 1.25620, -2.07074], [-0.70335, 1.99243, -2.26302], [0.27349, 0.66075, 0.03279], [-0.34668, -0.00341, 2.69687], [-1.60148, -1.25729, 2.10808], [1.52065, 3.28700, 0.88270], [2.39533, 3.15554, -0.17849], [3.75047, 3.45207, 0.02985], [4.18112, 3.92301, 1.27382], [3.26013, 4.07490, 2.32149], [1.91038, 3.74751, 2.14048], [-3.96777, 4.48421, -0.34963], [-1.23309, 4.23432, 1.03239], [-4.91305, 0.49833, -1.72212], [-4.04569, -2.20431, 1.54148], [-5.65041, -1.38644, -0.21752], [-0.50710, 1.18628, -3.90896], [-0.76670, 3.78842, -2.71610], [-2.18737, -1.55086, 2.99543], [-1.06812, -2.15854, 1.74347], [-4.31955, 4.22278, -1.26390], [-3.17286, 1.84621, -2.56088], [0.79392, -1.11318, 3.57613], [-1.27431, 0.76014, 4.06917], [1.99415, 2.81166, -1.14938], [4.44555, 3.27606, -0.79979], [5.22979, 4.16188, 1.42328], [3.60316, 4.42661, 3.29762], [1.18932, 3.80163, 2.96790], [-0.61435, 3.38251, 0.75001], [-0.85850, 5.04198, 0.58124], [-2.12042, 4.05484, 0.78126], [-4.67962, 4.24306, 0.25628], [0.43965, 2.94302, 0.69624], [-1.16398, 1.72022, -4.61559], [0.52991, 1.15844, -4.26883], [-0.89559, 0.15838, -3.80517], [-1.41283, 3.93599, -3.59921], [-1.12513, 4.46985, -1.92240], [0.25456, 4.11686, -2.98838], [-1.43638, 0.03014, 4.86555], [-0.69142, 1.60272, 4.44908], [-2.23410, 1.13123, 3.70231], [0.33865, -1.46947, 4.51337], [1.07704, -1.97835, 2.95435], [1.71160, -0.55279, 3.80814], [1.08533, -5.43255, 1.74158], [0.49336, -4.41072, 0.81213], [-0.74168, -4.64673, 0.19778], [-1.29367, -3.75616, -0.72472], [-2.60584, -4.06309, -1.39077], [-0.58474, -2.59950, -1.04580], [0.66899, -2.34478, -0.45177], [1.18668, -3.24162, 0.50744], [1.35667, -1.15103, -0.80713], [2.73732, -1.17780, -1.36549], [3.74421, -0.76610, -0.28799], [3.08216, -2.57128, -1.89125], [2.78068, -0.19118, -2.53223], [0.35295, -5.73628, 2.50319], [1.38875, -6.34244, 1.19913], [1.97394, -5.03468, 2.24741], [-1.28158, -5.56728, 0.42979], [-2.49909, -4.86159, -2.14275], [-3.34224, -4.40835, -0.65176], [-3.01512, -3.17838, -1.89497], [-0.95491, -1.90203, -1.81172], [2.15921, -3.02419, 0.96501], [3.67513, -1.42508, 0.58769], [4.75916, -0.84732, -0.70372], [3.59885, 0.27007, 0.05372], [2.34936, -2.88620, -2.64280], [4.07860, -2.54128, -2.35014], [3.09414, -3.30902, -1.08262], [2.00564, -0.43725, -3.27197], [2.63626, 0.85621, -2.22030], [3.76428, -0.26537, -3.01775]],
  "forces_ev_per_a": [[-0.6, -0.8, -0.1], [1.1, 0.8, 0.0], [-0.5, -0.5, 0.1], [-0.6, -0.2, -0.7], [0.8, -0.2, 0.7], [0.0, 0.8, -0.6], [-1.7, 1.3, 1.6], [-1.1, -0.9, -0.2], [0.9, 0.6, -0.6], [-0.8, -0.5, 0.4], [-0.1, -0.1, 0.1], [0.5, -1.1, 0.6], [0.6, 0.3, 0.1], [-0.2, -0.1, -0.4], [-0.4, -0.2, -0.2], [-0.3, 0.1, 0.0], [0.6, 0.0, -0.3], [-0.7, -0.5, -1.8], [1.7, 2.3, 1.5], [0.2, -0.2, 0.2], [-0.1, 0.2, -0.1], [0.3, 0.4, 0.0], [0.4, 0.2, -0.5], [-0.2, 0.3, -0.4], [0.1, -0.1, -0.3], [-0.1, 0.4, 0.2], [0.9, 0.4, 2.0], [0.8, -0.8, -0.1], [0.5, -0.2, 0.4], [0.2, 0.2, 0.0], [0.4, 0.2, 0.4], [-0.1, 0.2, 0.4], [-0.2, 0.0, 0.0], [-0.1, -0.1, -0.3], [0.3, 0.0, -0.4], [-1.1, -1.4, -0.6], [-0.6, 0.1, 0.0], [-2.3, -0.3, -1.1], [0.0, 0.0, -0.1], [1.1, 0.1, 0.1], [0.3, -0.2, 0.0], [-0.2, 0.1, -0.1], [0.3, 0.5, 0.0], [0.2, 0.0, 0.2], [0.1, -0.7, -0.2], [-0.4, -0.2, 0.1], [0.0, 0.1, 0.0], [-0.2, 0.0, 0.1], [0.1, 0.0, 0.0], [0.2, 0.0, -0.3], [-0.2, 0.4, 0.1], [-0.2, -0.2, 0.1], [0.0, -0.2, 0.3], [0.1, 0.2, -0.3], [-0.1, -0.1, 0.0], [0.2, 0.1, 0.2], [-0.3, -0.1, -0.1], [0.4, 0.0, 0.1], [0.5, 0.7, -0.4], [-0.3, -0.1, -0.3], [0.0, -0.5, -0.1], [-0.9, -0.4, 0.5], [0.4, -0.1, -0.1], [0.3, 0.1, -0.1], [0.2, 0.0, -0.3], [0.2, 0.0, -0.1], [-0.1, 0.3, 0.1], [-0.2, -0.1, -0.1], [0.1, 0.2, 0.0], [0.0, 0.2, 0.2], [0.1, 0.1, -0.2], [0.1, -0.2, 0.2], [0.1, -0.3, 0.4], [-0.4, -0.1, -0.1], [0.0, 0.1, -0.2], [-0.1, 0.1, 0.2], [-0.1, -0.2, -0.1], [0.1, 0.0, 0.1], [-0.2, -0.1, 0.0], [0.0, 0.1, -0.2], [0.2, 0.0, 0.2], [0.0, -0.3, 0.0], [-0.2, 0.2, 0.0]],
  "max_force_ev_per_a": 3.2,
  "lumo_ev": [0.0344, 0.3996],
  "mol_weight_g_mol": 657.8,
  "spin_multiplicity": 2,
  "charge": 0,
  "homo_ha": [-0.141, -0.147],
  "relative_energy_kcal_mol": 56.4
}

=====

{
  "formula": "C3H9BrNO",
  "method": "ωB97M-V with the def2-TZVPD basis set",
  "elements": ["C", "C", "C", "N", "O", "Br", "H", "H", "H", "H", "H", "H", "H", "H", "H"],
  "positions_angstrom": [[1.41173, -1.33282, 0.45154], [-0.73217, 2.40082, -0.89480], [-0.78188, -0.64927, -0.28694], [0.27279, -0.36587, 0.64213], [-1.96017, -0.76739, 0.23610], [0.76877, 2.70751, 0.20478], [1.65365, -1.49253, -0.52015], [2.39310, -1.03913, 0.97887], [1.31721, -2.28165, 0.79300], [-1.55262, 2.80596, -0.37952], [-0.44162, 2.40851, -1.84526], [-0.53760, -1.35375, -1.14485], [0.63884, 0.77454, 0.44029], [0.00772, -0.44386, 1.59305], [-2.45775, -1.37107, -0.26824]],
  "forces_ev_per_a": [[2.6, 3.0, 2.3], [0.5, -0.4, 3.8], [1.4, -0.7, -2.3], [2.5, 1.1, -1.9], [-0.7, 0.9, 2.1], [0.3, -0.1, 0.1], [0.5, 0.4, -3.2], [-1.7, 0.4, -0.7], [-1.7, -2.8, 1.6], [-1.3, 0.2, -0.2], [0.4, 0.1, -3.9], [0.1, 1.2, 1.2], [-0.5, -2.6, 0.9], [-0.9, 0.2, 1.3], [-1.5, -1.1, -0.9]],
  "max_force_ev_per_a": 4.6,
  "lumo_ev": [-3.8222, -4.4316],
  "mol_weight_g_mol": 155.0,
  "spin_multiplicity": 1,
  "charge": 1,
  "homo_ha": [-0.481, -0.461],
  "relative_energy_kcal_mol": 98.5
}

=====

{
  "formula": "C6H6O",
  "method": "ωB97M-V with the def2-TZVPD basis set",
  "elements": ["C", "C", "C", "C", "O", "C", "C", "H", "H", "H", "H", "H", "H"],
  "positions_angstrom": [[1.45185, -1.97738, 0.23894], [1.26196, -0.90173, -0.26524], [0.95692, 0.42827, -0.78058], [-0.22835, 1.03486, -0.00568], [-0.02663, 0.95836, 1.43909], [-1.48029, 0.35136, 0.06015], [-2.54677, -0.16762, 0.31091], [1.63784, -2.93918, 0.65982], [1.80461, 1.10438, -0.61282], [0.80372, 0.39642, -1.86890], [-0.37924, 2.05485, -0.42238], [0.06344, -0.00103, 1.63714], [-3.31905, -0.34155, -0.39043]],
  "forces_ev_per_a": [[0.0, 0.4, -0.2], [0.2, -0.6, 0.2], [0.0, 0.0, 0.1], [0.2, -0.1, 0.8], [1.4, 0.7, -0.2], [-0.7, -0.5, -1.1], [0.4, 0.4, -1.1], [0.0, 0.1, 0.0], [-0.1, -0.2, 0.0], [-0.3, 0.0, 0.3], [0.2, -0.3, 1.1], [0.0, 0.8, -0.2], [-1.2, -0.7, 0.3]],
  "max_force_ev_per_a": 1.6,
  "lumo_ev": 0.8546,
  "mol_weight_g_mol": 94.1,
  "smiles": "C#CC[C@H](O)C#C",
  "spin_multiplicity": 1,
  "charge": 0,
  "homo_ha": -0.358,
  "relative_energy_kcal_mol": 116.7
}

=====

{
  "formula": "C10H20Cl8O4S",
  "method": "ωB97M-V with the def2-TZVPD basis set",
  "elements": ["C", "O", "C", "C", "C", "C", "S", "O", "O", "O", "C", "H", "H", "H", "H", "H", "H", "H", "H", "H", "H", "H", "H", "Cl", "C", "Cl", "H", "H", "Cl", "C", "Cl", "H", "H", "Cl", "C", "Cl", "H", "H", "Cl", "C", "Cl", "H", "H"],
  "positions_angstrom": [[1.43602, 0.35434, -0.38961], [0.63529, -0.80741, -0.24859], [1.22499, -1.93363, -0.85135], [2.29683, -2.64192, 0.06243], [3.70740, -2.08854, -0.33376], [4.62618, -1.77292, 0.91748], [4.33958, -3.11419, 2.11679], [4.73555, -4.41969, 1.52929], [5.15645, -2.87018, 3.33113], [2.74244, -3.15244, 2.48781], [1.91859, -2.43209, 1.55050], [0.79375, 1.24509, -0.22458], [2.18827, 0.36169, 0.42134], [1.87846, 0.47326, -1.39449], [1.76067, -1.62312, -1.76965], [0.48269, -2.67914, -1.17802], [2.26836, -3.72484, -0.13365], [4.23474, -2.88831, -0.88034], [3.67762, -1.18463, -0.95479], [4.30354, -0.79166, 1.29376], [5.65678, -1.75956, 0.55038], [0.90334, -2.84566, 1.67535], [1.82499, -1.36859, 1.83168], [-0.89557, 1.87696, 1.60444], [-2.43107, 1.83898, 0.73152], [-2.19008, 2.09305, -1.00514], [-2.89661, 0.86964, 0.88664], [-3.07228, 2.62678, 1.11485], [-6.38306, -1.10204, -1.89145], [-4.80957, -0.36527, -1.57622], [-4.09437, -0.94415, -0.06959], [-4.14028, -0.60653, -2.39470], [-4.93620, 0.70546, -1.50530], [-6.96724, 0.38707, -4.59137], [-6.11124, 1.91206, -4.84833], [-4.73604, 2.06881, -3.74671], [-5.74653, 1.94436, -5.86945], [-6.79662, 2.73426, -4.67240], [1.92825, 4.02745, 3.37611], [0.69012, 5.21531, 3.80340], [-0.64669, 5.20062, 2.64844], [0.30363, 4.97853, 4.78894], [1.13891, 6.20282, 3.80724]],
  "forces_ev_per_a": [[-0.5, 0.9, 0.6], [-0.2, 0.0, -0.7], [0.8, -0.9, -0.1], [0.0, 1.0, -0.3], [0.8, -0.9, 1.0], [-2.1, -0.2, -1.3], [4.1, -2.9, 2.4], [-1.7, 2.7, 0.0], [-2.5, 0.6, -2.0], [1.8, 0.7, -0.9], [-1.3, 0.1, -0.8], [0.3, -0.7, -0.1], [0.1, 0.1, -0.5], [0.0, -0.4, 0.4], [-0.3, -0.1, 0.2], [-0.2, 0.6, 0.5], [0.1, 0.4, 0.1], [-0.3, 0.4, -0.1], [-0.1, -0.3, 0.2], [0.4, -0.5, 0.5], [-0.1, -0.2, 0.8], [0.4, 0.1, 0.1], [0.4, -0.4, -0.1], [-0.2, 0.0, 0.2], [-0.1, 0.0, 0.3], [-0.1, 0.0, 0.0], [0.2, 0.2, -0.1], [0.1, 0.1, -0.1], [0.1, -0.3, 0.4], [0.0, 0.0, -0.1], [-0.1, -0.4, 0.1], [0.0, -0.1, 0.1], [0.0, 0.0, 0.1], [-0.1, 0.3, -0.4], [-0.2, 0.0, -0.2], [0.1, 0.2, -0.1], [0.1, -0.1, 0.1], [0.0, -0.1, 0.1], [0.0, 0.0, 0.1], [0.0, 0.1, 0.1], [0.0, 0.2, 0.1], [0.0, -0.1, -0.1], [0.0, -0.1, -0.1]],
  "max_force_ev_per_a": 5.6,
  "lumo_ev": 0.4176,
  "mol_weight_g_mol": 520.0,
  "smiles": "COC[C@H]1CCS(=O)(=O)OC1.ClCCl.ClCCl.ClCCl.ClCCl",
  "spin_multiplicity": 1,
  "charge": 0,
  "homo_ha": -0.375
}

=====

{
  "formula": "C2H6N2",
  "method": "ωB97M-V with the def2-TZVPD basis set",
  "elements": ["C", "C", "N", "N", "H", "H", "H", "H", "H", "H"],
  "positions_angstrom": [[0.62877, 0.52802, 0.23579], [0.23792, 0.11380, -1.05835], [-0.93082, -0.82551, -0.96593], [0.06295, 0.31357, 1.58241], [1.46820, 1.21260, 0.33900], [0.03665, 0.79470, -1.88690], [-1.24419, -0.57672, -0.01433], [-0.60390, -1.82779, -0.96608], [0.52562, -0.48860, 0.83926], [0.69254, 0.61851, 2.30903]],
  "forces_ev_per_a": [[1.3, 5.2, -3.2], [-2.7, -0.6, 3.6], [1.3, -0.1, 0.6], [-1.0, -2.2, -3.0], [-0.1, 0.2, -0.6], [1.7, -0.1, -0.1], [-0.7, -1.0, -0.6], [-0.5, 1.5, 0.0], [-0.2, -2.6, 3.7], [0.9, -0.2, -0.4]],
  "max_force_ev_per_a": 6.2,
  "lumo_ev": 0.5020,
  "mol_weight_g_mol": 58.1,
  "spin_multiplicity": 1,
  "charge": 0,
  "homo_ha": -0.307,
  "relative_energy_kcal_mol": 125.5
}

=====

| no. | total energy (Eh) |
| --- | --- |
| 1 | -2550.8251 |
| 2 | -2823.2758 |
| 3 | -307.2775 |
| 4 | -4773.6177 |
| 5 | -189.1296 |